[1]
Here is a structure of composition C38H39Cl64InN2O7PS2 at a distorted geometry from OMol25. Energies are from the ωB97M-V functional and the def2-TZVPD basis.

The geometry in XYZ format:
```
154
Properties=species:S:1:pos:R:3:mulliken_charge:R:1
C 1.444 -7.751 1.968 -0.888
O 2.539 -6.883 1.757 -0.152
C 3.680 -7.496 1.201 -1.111
C 4.634 -6.425 0.687 -0.015
C 4.819 -5.253 1.648 -0.710
C 5.221 -3.932 0.937 -0.538
C 3.941 -3.122 0.693 0.203
C 3.422 -2.415 1.965 -0.465
C 3.036 -0.959 1.708 -1.252
C 1.741 -0.895 0.870 0.998
C 0.488 -1.014 1.758 -1.268
In -1.199 -2.157 0.925 1.357
C -2.809 -2.103 2.480 -1.921
C -4.248 -2.081 1.946 0.726
C -4.936 -3.447 2.049 -0.439
S -6.715 -3.187 2.229 -0.009
C -7.343 -4.814 2.090 0.300
S -6.595 -6.132 2.677 -0.287
N -8.567 -4.881 1.417 0.115
C -9.473 -5.926 1.450 -0.243
C -10.484 -5.558 0.631 -0.560
N -10.255 -4.308 0.084 -0.655
C -9.114 -3.931 0.570 -0.109
C -2.071 -1.269 -0.981 -0.375
C -2.758 -2.291 -1.751 0.218
O -2.389 -2.881 -2.729 -0.566
O -4.068 -2.597 -1.269 0.093
C -4.494 -3.876 -1.424 0.695
C -5.942 -3.952 -1.803 -1.173
O -3.792 -4.829 -1.234 -0.591
C -0.637 -4.271 0.384 -1.455
P 0.303 -4.463 -1.084 0.283
O 1.602 -5.166 -0.931 -0.407
O -0.593 -5.221 -2.187 -0.545
O 0.509 -2.982 -1.695 -0.233
H 0.643 -7.476 1.275 0.203
H 1.077 -7.607 2.987 0.274
H 1.723 -8.797 1.816 0.399
H 4.174 -8.150 1.937 0.378
H 3.374 -8.136 0.362 0.483
H 5.609 -6.885 0.528 0.104
H 4.277 -6.062 -0.281 0.360
H 3.899 -5.054 2.195 0.361
H 5.575 -5.510 2.401 0.412
H 5.930 -3.405 1.582 -0.016
H 5.666 -4.159 -0.034 0.375
H 4.100 -2.394 -0.108 0.716
H 3.186 -3.847 0.381 -0.562
H 2.504 -2.929 2.273 0.133
H 4.132 -2.519 2.791 0.651
H 3.858 -0.444 1.190 0.110
H 2.885 -0.444 2.663 0.421
H 1.751 0.083 0.385 -0.125
H 1.806 -1.707 0.144 -0.193
H 0.180 -0.017 2.089 0.169
H 0.763 -1.560 2.669 0.353
H -2.628 -1.158 3.000 0.368
H -2.651 -2.909 3.200 0.468
H -4.318 -1.699 0.929 -0.011
H -4.833 -1.393 2.571 -0.264
H -4.763 -4.062 1.167 0.093
H -4.537 -3.989 2.904 0.721
H -9.344 -6.818 2.036 0.378
H -11.361 -6.145 0.410 0.384
H -8.610 -3.000 0.371 0.504
H -1.295 -0.892 -1.641 -0.307
H -2.778 -0.482 -0.721 0.760
H -6.557 -3.352 -1.132 0.199
H -6.268 -4.990 -1.737 0.332
H -6.061 -3.612 -2.832 0.371
H -1.599 -4.779 0.305 0.484
H -0.014 -4.685 1.176 0.543
H -1.536 -5.195 -1.975 0.317
H 0.965 -3.026 -2.544 0.188
C -4.474 2.433 -2.424 0.179
Cl -5.522 3.108 -3.688 -0.129
Cl -5.204 2.762 -0.848 -0.060
Cl -4.286 0.700 -2.621 -0.042
Cl -2.881 3.192 -2.510 0.041
C -3.183 7.465 -3.614 0.094
Cl -2.633 7.858 -5.247 -0.071
Cl -4.349 6.144 -3.667 -0.052
Cl -1.795 6.958 -2.641 -0.095
Cl -3.939 8.879 -2.877 0.188
C -2.471 3.887 2.058 -0.075
Cl -1.539 4.965 3.104 -0.128
Cl -1.530 2.433 1.722 0.065
Cl -3.982 3.440 2.860 -0.024
Cl -2.848 4.705 0.542 0.108
C 2.061 1.129 -2.815 0.278
Cl 2.542 2.163 -4.173 -0.125
Cl 0.306 0.992 -2.778 -0.040
Cl 2.785 -0.468 -3.009 -0.085
Cl 2.629 1.842 -1.306 -0.124
C 8.093 -6.862 -1.697 0.239
Cl 6.647 -7.859 -1.876 -0.083
Cl 9.493 -7.889 -1.351 -0.118
Cl 8.382 -5.968 -3.195 -0.123
Cl 7.853 -5.721 -0.377 0.036
C -3.967 8.959 1.448 0.207
Cl -5.566 9.578 1.027 -0.100
Cl -4.045 8.117 2.997 -0.092
Cl -3.435 7.885 0.169 0.065
Cl -2.827 10.313 1.555 -0.085
C 8.609 -1.426 0.759 0.130
Cl 6.989 -0.840 0.393 -0.029
Cl 8.633 -2.114 2.385 -0.008
Cl 9.057 -2.696 -0.386 -0.006
Cl 9.759 -0.084 0.653 -0.111
C -7.389 1.280 4.178 0.120
Cl -7.130 -0.314 3.470 -0.172
Cl -8.386 1.118 5.628 -0.062
Cl -5.829 1.998 4.595 -0.004
Cl -8.211 2.329 3.014 -0.118
C 12.712 -1.959 -2.435 0.264
Cl 12.815 -1.859 -0.680 0.006
Cl 13.711 -0.687 -3.155 -0.108
Cl 13.304 -3.539 -2.965 -0.109
Cl 11.041 -1.759 -2.957 -0.071
C -6.106 12.212 -2.538 0.243
Cl -5.265 13.089 -3.814 -0.062
Cl -6.749 10.681 -3.153 -0.095
Cl -4.989 11.857 -1.227 0.022
Cl -7.445 13.202 -1.936 -0.108
C -4.035 10.332 -7.240 0.131
Cl -2.472 10.961 -6.673 -0.065
Cl -3.776 8.776 -8.026 -0.082
Cl -5.093 10.144 -5.843 0.059
Cl -4.776 11.457 -8.379 -0.088
C 14.639 -2.011 3.393 0.337
Cl 15.561 -0.649 4.045 -0.107
Cl 14.584 -3.296 4.615 -0.116
Cl 13.016 -1.467 2.984 -0.030
Cl 15.441 -2.634 1.949 -0.093
C 10.064 -5.035 4.562 0.206
Cl 9.531 -5.576 2.970 0.004
Cl 9.998 -6.387 5.697 -0.109
Cl 11.716 -4.417 4.459 0.011
Cl 9.014 -3.733 5.137 -0.124
C -1.451 13.787 -1.769 0.207
Cl -1.747 13.158 -3.393 -0.018
Cl -1.575 12.467 -0.606 -0.024
Cl 0.166 14.493 -1.697 -0.110
Cl -2.654 15.023 -1.387 -0.089
C -1.022 13.048 -10.829 0.300
Cl -2.473 13.872 -11.416 -0.111
Cl -1.411 12.167 -9.352 0.010
Cl -0.449 11.921 -12.062 -0.105
Cl 0.235 14.243 -10.494 -0.106
C -5.693 0.075 8.841 0.300
Cl -5.889 -0.510 7.195 0.003
Cl -6.083 -1.217 9.984 -0.107
Cl -4.025 0.597 9.092 -0.102
Cl -6.781 1.444 9.115 -0.108
```

Total charge: -1
Gap between HOMO and LUMO: 6.395 eV
HOMO energy: -5.44 eV
LUMO: 1.0 eV

***

[2]
Here is a structure of composition C38H39N5O9PTeY at a distorted geometry from OMol25. Energies are from the ωB97M-V functional and the def2-TZVPD basis.

The geometry in XYZ format:
```
94
Properties=species:S:1:pos:R:3:mulliken_charge:R:1
Y 0.050 0.276 -0.456 0.557
N -1.814 -1.407 0.780 -0.027
C -1.831 -2.852 1.085 -0.805
C -2.559 -3.668 0.021 -0.539
C -1.781 -3.988 -1.257 -0.834
C -1.373 -2.809 -2.135 -0.596
N -0.176 -2.107 -1.617 -0.031
H -1.567 -0.939 1.648 0.175
H -2.765 -1.112 0.576 0.009
H -2.337 -3.030 2.040 0.587
H -0.798 -3.196 1.197 0.236
H -3.492 -3.156 -0.236 0.278
H -2.838 -4.623 0.473 0.386
H -2.408 -4.649 -1.860 0.369
H -0.882 -4.557 -0.992 0.358
H -2.195 -2.094 -2.224 0.073
H -1.173 -3.195 -3.137 0.512
H 0.389 -1.817 -2.413 0.397
H 0.387 -2.787 -1.114 -0.246
O 1.969 1.344 -0.840 -0.443
C 2.331 0.602 -1.803 1.117
O 1.500 0.034 -2.543 -0.833
C 3.772 0.214 -1.744 0.359
C 4.794 0.559 -2.611 -0.658
C 6.096 0.200 -2.298 -0.576
C 6.366 -0.520 -1.143 -0.771
C 5.339 -0.889 -0.288 -0.139
C 4.033 -0.507 -0.574 -0.610
P 2.637 -0.877 0.584 2.208
C 3.232 0.021 2.061 0.532
C 4.038 1.150 1.923 -0.552
C 4.499 1.817 3.047 -0.709
C 4.139 1.387 4.316 -0.805
C 3.289 0.301 4.457 -0.757
C 2.834 -0.378 3.336 -0.747
C 3.106 -2.636 0.900 0.553
C 3.690 -3.153 2.051 -0.128
C 3.960 -4.513 2.151 -0.725
C 3.651 -5.370 1.108 -0.577
C 3.091 -4.861 -0.056 -0.835
C 2.828 -3.506 -0.156 -1.040
H 4.573 1.137 -3.499 0.545
H 6.908 0.493 -2.951 0.407
H 7.385 -0.791 -0.897 0.445
H 5.549 -1.450 0.614 0.441
H 4.308 1.506 0.938 0.437
H 5.140 2.681 2.931 0.448
H 4.516 1.899 5.191 0.431
H 2.972 -0.017 5.441 0.467
H 2.161 -1.216 3.459 0.722
H 3.939 -2.499 2.874 0.518
H 4.422 -4.895 3.052 0.438
H 3.852 -6.430 1.197 0.382
H 2.868 -5.520 -0.885 0.435
H 2.423 -3.099 -1.078 0.561
O -1.414 4.180 6.453 -0.647
N -1.404 4.845 5.431 1.079
O -1.665 6.032 5.377 -0.635
C -1.052 4.177 4.192 -0.884
C -1.093 4.885 2.993 -0.111
C -0.756 4.288 1.808 -1.003
C -0.325 2.888 1.751 0.524
O 0.083 2.292 0.725 0.328
C -0.369 2.208 3.036 -0.178
C -0.708 2.853 4.217 -0.122
N -0.043 0.846 3.126 0.741
O 0.060 0.153 2.097 -0.199
O 0.100 0.332 4.215 -0.646
N -0.859 5.140 0.637 1.078
O -1.261 6.282 0.819 -0.689
O -0.535 4.720 -0.446 -0.541
H -1.398 5.921 2.984 0.706
H -0.731 2.310 5.150 0.697
C -7.102 1.185 -5.245 -1.491
C -5.868 1.128 -4.386 0.582
C -5.826 0.341 -3.245 -1.009
C -4.750 0.386 -2.365 0.838
C -4.765 -0.490 -1.140 -0.611
C -3.674 1.240 -2.633 -0.110
Te -2.299 1.831 -1.079 -0.316
C -3.655 1.961 -3.834 1.132
C -2.483 2.827 -4.209 -1.672
C -4.751 1.896 -4.687 -0.853
H -7.839 0.456 -4.912 0.337
H -6.874 0.999 -6.295 0.352
H -7.552 2.178 -5.175 0.316
H -6.667 -0.307 -3.020 0.238
H -5.685 -1.072 -1.084 0.301
H -4.676 0.120 -0.239 0.337
H -3.918 -1.179 -1.174 -0.600
H -1.546 2.311 -4.004 0.236
H -2.487 3.749 -3.624 0.341
H -2.517 3.086 -5.268 0.397
H -4.741 2.488 -5.597 0.355
```

Gap between HOMO and LUMO: 5.892 eV
HOMO energy: -7.23 eV
LUMO: -1.3 eV

***

[3]
Here is a cluster of 6 separate species, C38H40BBr2N5O10 in total from OMol25. Energies are from the ωB97M-V functional and the def2-TZVPD basis.

The geometry in XYZ format:
```
96
Properties=species:S:1:pos:R:3:mulliken_charge:R:1
C -2.921 -3.133 -6.883 -1.119
C -4.432 -2.854 -6.944 -0.390
C -5.331 -4.002 -6.441 -0.823
C -6.015 -3.736 -5.093 -0.736
C -5.176 -4.200 -3.883 -0.695
B -5.450 -3.392 -2.581 0.132
C -4.397 -3.042 -1.492 -0.107
Br -4.668 -1.285 -0.778 -0.168
C -3.399 -3.748 -0.959 0.601
C -2.456 -3.332 0.123 -1.203
Br -3.138 -5.532 -1.556 -0.160
H -2.721 -4.201 -6.778 0.292
H -2.446 -2.634 -6.037 0.247
H -2.407 -2.793 -7.782 0.338
H -4.652 -1.960 -6.354 0.321
H -4.708 -2.602 -7.969 0.352
H -4.717 -4.902 -6.335 0.404
H -6.088 -4.232 -7.192 0.370
H -6.983 -4.239 -5.068 0.356
H -6.214 -2.663 -5.010 0.341
H -4.112 -4.233 -4.136 0.355
H -5.437 -5.241 -3.643 0.376
H -6.546 -2.951 -2.400 -0.104
H -2.105 -2.317 -0.062 0.242
H -2.957 -3.346 1.093 0.376
H -1.604 -4.004 0.174 0.429
O 3.161 0.873 2.109 -0.625
N 2.573 1.628 1.357 1.061
O 3.063 2.622 0.861 -0.622
C 1.167 1.316 1.033 0.003
C 0.589 0.203 1.618 -0.424
C -0.738 -0.071 1.329 -0.310
C -1.453 0.756 0.469 -0.675
C -0.844 1.858 -0.113 -0.217
C 0.481 2.150 0.170 -0.631
H 1.168 -0.423 2.280 0.473
H -1.215 -0.932 1.780 0.642
H -2.488 0.515 0.262 0.403
H -1.393 2.500 -0.789 0.367
H 0.968 3.009 -0.265 0.505
O -1.629 -2.954 3.563 -0.616
N -0.868 -3.870 3.313 1.119
O -1.201 -4.925 2.815 -0.623
C 0.562 -3.663 3.610 0.178
C 0.953 -2.452 4.155 -0.452
C 2.301 -2.249 4.404 -0.401
C 3.219 -3.249 4.110 -0.622
C 2.801 -4.456 3.566 -0.280
C 1.456 -4.674 3.310 -0.613
H 0.216 -1.693 4.368 0.580
H 2.632 -1.308 4.821 0.417
H 4.271 -3.082 4.305 0.390
H 3.518 -5.233 3.338 0.457
H 1.106 -5.602 2.885 0.496
O 3.775 -7.471 3.980 -0.624
N 4.523 -8.401 3.745 0.999
O 4.176 -9.460 3.268 -0.598
C 5.954 -8.224 4.063 0.178
C 6.362 -7.040 4.649 -0.288
C 7.707 -6.884 4.947 -0.437
C 8.607 -7.901 4.657 -0.458
C 8.170 -9.080 4.068 -0.378
C 6.829 -9.252 3.765 -0.461
H 5.640 -6.268 4.868 0.483
H 8.050 -5.968 5.407 0.372
H 9.656 -7.774 4.893 0.375
H 8.874 -9.869 3.842 0.369
H 6.460 -10.157 3.307 0.452
O -1.043 5.087 0.067 -0.604
N -1.300 5.404 -1.079 1.181
O -0.992 4.747 -2.053 -0.610
C -2.024 6.667 -1.297 -0.263
C -2.356 7.434 -0.195 -0.312
C -2.995 8.646 -0.407 -0.534
C -3.289 9.062 -1.699 -0.470
C -2.948 8.269 -2.787 -0.476
C -2.308 7.055 -2.592 -0.029
H -2.111 7.087 0.797 0.492
H -3.261 9.264 0.440 0.391
H -3.782 10.012 -1.859 0.398
H -3.169 8.599 -3.792 0.377
H -2.016 6.432 -3.422 0.447
O 0.652 9.685 -2.867 -0.628
N 0.898 8.851 -2.020 1.135
O 0.677 7.662 -2.135 -0.597
C 1.493 9.309 -0.749 0.092
C 1.728 10.660 -0.576 -0.467
C 2.276 11.081 0.625 -0.401
C 2.575 10.157 1.618 -0.417
C 2.329 8.805 1.417 -0.559
C 1.781 8.367 0.222 -0.313
H 1.487 11.354 -1.366 0.460
H 2.470 12.133 0.785 0.372
H 3.002 10.493 2.554 0.382
H 2.565 8.087 2.190 0.391
H 1.580 7.322 0.040 0.571
```

Gap between HOMO and LUMO: 8.234 eV
HOMO energy: -8.91 eV
LUMO: -0.7 eV

***

[4]
Here is a structure of composition C38H40N6O5PtS at a distorted geometry from OMol25. Energies are from the ωB97M-V functional and the def2-TZVPD basis.

The geometry in XYZ format:
```
91
Properties=species:S:1:pos:R:3:mulliken_charge:R:1
Pt 0.642 -1.346 -0.944 2.059
C 2.909 -5.313 -0.692 -1.668
C 2.170 -4.082 -1.097 0.733
N 2.186 -2.989 -0.422 0.711
N 2.881 -2.816 0.700 -1.262
C 2.619 -1.665 1.269 -0.043
O 1.886 -0.763 0.705 -0.637
C 3.210 -1.351 2.576 0.421
C 4.112 -2.227 3.179 -0.429
C 4.634 -1.920 4.423 -0.794
C 4.259 -0.744 5.063 -0.451
C 3.363 0.130 4.462 -0.743
C 2.837 -0.171 3.218 0.014
C 1.336 -4.030 -2.306 0.846
C 1.213 -5.102 -3.167 -0.868
C 0.381 -4.989 -4.275 -0.515
C -0.290 -3.801 -4.488 -1.107
C -0.120 -2.758 -3.587 -0.232
N 0.680 -2.865 -2.522 0.061
H 3.382 -5.162 0.272 0.370
H 3.677 -5.553 -1.429 0.377
H 2.224 -6.161 -0.632 0.387
H 4.405 -3.134 2.669 0.480
H 5.333 -2.595 4.895 0.433
H 4.667 -0.511 6.037 0.405
H 3.076 1.041 4.969 0.440
H 2.128 0.489 2.734 0.214
H 1.765 -6.011 -2.977 0.477
H 0.262 -5.823 -4.953 0.461
H -0.947 -3.669 -5.334 0.473
H -0.637 -1.814 -3.692 0.848
C -1.400 6.197 -0.589 -1.035
O -1.390 4.803 -0.289 -0.367
C -1.865 4.418 0.929 1.059
C -2.359 5.272 1.899 -0.483
C -2.787 4.756 3.118 -0.833
C -2.708 3.399 3.370 -1.243
C -2.211 2.535 2.398 -0.658
C -1.804 3.036 1.174 0.068
N -1.260 2.273 0.107 0.413
C -0.966 0.957 0.093 -1.150
N -1.864 0.103 0.603 0.480
C -1.825 -1.295 0.651 -0.845
C -0.853 -2.121 0.115 0.436
C -0.946 -3.508 0.224 -0.644
C -2.025 -4.063 0.884 -1.182
C -3.026 -3.261 1.420 -0.651
C -2.932 -1.890 1.302 1.373
O -3.836 -0.998 1.776 -0.390
C -5.033 -1.506 2.371 -1.035
N 0.119 0.518 -0.507 1.039
C 1.200 1.340 -0.909 1.010
C 1.720 1.139 -2.185 -0.596
C 2.824 1.854 -2.628 -1.303
C 3.388 2.797 -1.786 -0.968
C 2.895 2.995 -0.500 -0.571
C 1.820 2.251 -0.033 -0.035
O 1.307 2.340 1.212 0.484
C 1.964 3.190 2.151 -1.446
H -1.008 6.291 -1.597 0.250
H -0.764 6.747 0.106 0.409
H -2.415 6.593 -0.554 0.389
H -2.416 6.334 1.716 0.460
H -3.177 5.428 3.870 0.417
H -3.021 3.001 4.324 0.430
H -2.122 1.484 2.633 0.552
H -0.746 2.840 -0.556 0.628
H -2.724 0.506 0.952 0.636
H -0.182 -4.152 -0.175 0.449
H -2.088 -5.137 0.995 0.482
H -3.864 -3.711 1.929 0.493
H -5.641 -0.638 2.605 0.269
H -4.801 -2.051 3.287 0.387
H -5.563 -2.152 1.671 0.421
H 1.221 0.433 -2.846 0.299
H 3.218 1.695 -3.622 0.507
H 4.222 3.395 -2.127 0.460
H 3.371 3.720 0.143 0.586
H 1.452 3.034 3.096 0.264
H 1.870 4.237 1.858 0.465
H 3.017 2.921 2.248 0.487
C -3.637 0.824 -3.480 -1.100
S -1.891 1.120 -3.258 0.728
C -1.439 1.294 -4.977 -1.196
O -1.307 -0.196 -2.791 -0.835
H -4.077 1.673 -4.002 0.478
H -4.085 0.728 -2.494 0.297
H -3.764 -0.095 -4.051 0.338
H -1.890 2.205 -5.370 0.479
H -1.784 0.424 -5.534 0.371
H -0.355 1.378 -5.023 0.313
```

Total charge: +2
Gap between HOMO and LUMO (spin up / spin down): 5.390 / 5.169 eV
HOMO energy (spin up / spin down): -12.63 / -12.62 eV
LUMO (spin up / spin down): -7.2 / -7.4 eV